Record 1
Density functional theory data (wB97M-V/def2-TZVPD) for a structure of composition C3H4ClNO.

Last column: Mulliken charge in e.
Cartesian coordinates (Å):
C: 0.73934 -0.69288 -0.78054  0.485
C: -0.64697 -0.12136 -0.76944  -0.335
C: -0.40656 0.45143 0.59307  -0.489
N: 0.70854 -0.39164 1.04378  -0.274
O: 1.62470 -1.00780 -1.52302  -0.409
Cl: 2.04561 0.49090 1.81409  -0.114
H: -0.99249 0.39259 -1.70869  0.348
H: -1.44091 -0.97851 -0.47881  0.200
H: -0.25946 1.47098 0.59858  0.347
H: -1.37180 0.38629 1.21097  0.242

Values from the calculation:
HOMO level   -9.2 eV
E   -19232.4978 eV
Frontier orbital gap   9.37 eV
Relative energy (zero: lowest compared OMol25 entry of this formula, charge and spin)   75.6 kcal/mol
Maximum force   3.54 eV Å⁻¹

Record 2
Density functional theory data (wB97M-V/def2-TZVPD) for an isolated molecule of C4H8N2O.

Last column: Mulliken charge in e.
Cartesian coordinates (Å):
N: 0.70826 -0.47466 -1.60560  -0.519
C: -0.02053 0.32814 -0.69382  0.887
O: -0.34084 1.49911 -1.40485  -0.583
C: -1.20469 -0.42630 -0.05137  -0.652
N: -0.82158 -0.02510 1.33069  -0.467
C: 0.52016 -0.54614 1.58218  -0.208
C: 0.38177 0.67283 0.77868  -0.427
H: 1.47907 -0.04774 -2.09264  0.197
H: 0.81398 -1.45179 -1.39232  0.193
H: -0.46094 2.21115 -0.76521  0.326
H: -2.15854 0.01924 -0.33937  0.251
H: -1.23780 -1.51140 -0.21225  0.304
H: 0.86851 -1.45081 1.08327  0.162
H: 0.81641 -0.45530 2.62396  0.247
H: 0.65676 1.65875 1.15865  0.289

Values from the calculation:
HOMO level   -9.3 eV
SMILES   N[C@@]1(O)CN2C[C@H]21
E   -9303.2272 eV
Frontier orbital gap   10.26 eV
Relative energy (zero: lowest compared OMol25 entry of this formula, charge and spin)   73.0 kcal/mol
Maximum force   0.38 eV Å⁻¹

Record 3
Density functional theory data (wB97M-V/def2-TZVPD) for a cluster of 8 separate species, C29H37N7O6P in total.

Last column: Mulliken charge in e.
Cartesian coordinates (Å):
O: 3.35459 -4.26736 2.93867  -0.649
C: 3.96788 -3.22381 2.76682  0.708
O: 5.08998 -2.99348 2.28932  -0.814
O: 3.29442 -2.02046 3.25999  -0.171
P: 1.81060 -1.76147 2.80485  0.749
O: 1.57504 -0.38501 2.38832  -0.635
O: 1.40957 -2.77264 1.64892  -0.358
O: 0.92141 -2.10213 4.08602  -0.570
H: 0.81906 -3.45171 1.98398  0.282
H: 1.09196 -3.00843 4.37445  0.354
N: 4.89477 -0.95443 0.33900  0.313
C: 5.84523 -0.92548 -0.63347  -0.517
C: 5.70961 0.24848 -1.33624  -0.678
C: 4.62503 0.95658 -0.74651  -0.725
C: 4.14575 0.17961 0.28607  -0.492
H: 4.76737 -1.72509 1.00675  0.202
H: 6.53839 -1.74103 -0.74728  0.442
H: 6.31491 0.56031 -2.17240  0.403
H: 4.23822 1.91857 -1.04697  0.439
H: 3.33438 0.33750 0.98107  0.744
N: 4.32233 3.21997 2.35854  0.151
C: 3.35226 3.93624 1.72103  -0.657
C: 3.03516 5.01168 2.50863  -0.190
C: 3.85275 4.93912 3.66959  -0.216
C: 4.63549 3.82083 3.54321  -0.773
H: 4.73672 2.37296 2.00577  0.191
H: 2.96975 3.61979 0.76651  0.368
H: 2.29973 5.76465 2.27973  0.365
H: 3.86367 5.62579 4.50003  0.383
H: 5.38430 3.40357 4.19358  0.377
N: 2.64449 0.11351 -3.57066  0.107
C: 2.08366 1.19467 -4.18448  -0.367
C: 1.13049 0.73608 -5.05813  -0.677
C: 1.11595 -0.68260 -4.95687  -0.485
C: 2.06331 -1.02992 -4.02810  -0.504
H: 3.37584 0.14814 -2.87746  0.252
H: 2.40710 2.19384 -3.94943  0.368
H: 0.51159 1.34768 -5.69331  0.381
H: 0.48453 -1.36740 -5.49812  0.432
H: 2.36963 -1.99082 -3.65199  0.472
N: -1.70561 7.71336 4.13372  0.038
C: -0.52907 8.36133 3.86899  -0.742
C: 0.48231 7.44346 3.95913  -0.187
C: -0.10557 6.19165 4.28744  -0.250
C: -1.45500 6.39025 4.38671  -0.669
H: -2.61126 8.14069 4.14072  0.184
H: -0.51382 9.41283 3.64022  0.373
H: 1.52925 7.64400 3.80530  0.424
H: 0.40711 5.25540 4.43093  0.456
H: -2.25528 5.70771 4.61343  0.376
N: 0.70571 -5.93265 -4.22333  0.006
C: -0.28279 -5.25153 -4.87830  -0.711
C: -0.60350 -4.15439 -4.12230  -0.508
C: 0.22607 -4.17674 -2.96641  -0.338
C: 1.02315 -5.28370 -3.06001  -0.691
H: 1.13429 -6.77896 -4.54570  0.191
H: -0.66933 -5.60141 -5.81978  0.430
H: -1.34775 -3.41485 -4.37076  0.569
H: 0.23813 -3.45970 -2.16231  0.550
H: 1.78604 -5.66202 -2.40211  0.483
N: -3.44665 -4.16596 -2.23203  0.145
C: -3.36319 -2.86304 -1.83592  -0.653
C: -4.52577 -2.55007 -1.18364  -0.424
C: -5.34102 -3.71552 -1.18315  -0.120
C: -4.64293 -4.69501 -1.83779  -0.798
H: -2.73025 -4.65905 -2.73904  0.192
H: -2.48945 -2.27171 -2.04970  0.415
H: -4.75878 -1.59139 -0.75068  0.476
H: -6.32278 -3.82412 -0.75141  0.396
H: -4.89457 -5.71846 -2.05444  0.371
N: -7.52629 -0.73456 -0.03727  0.114
C: -7.44439 0.56954 0.36192  -0.360
C: -8.60550 0.88242 1.01657  -0.517
C: -9.41882 -0.28378 1.01458  -0.556
C: -8.72268 -1.26330 0.35834  -0.315
H: -6.81568 -1.22964 -0.54431  0.192
H: -6.57117 1.16062 0.14727  0.346
H: -8.84509 1.83854 1.44983  0.381
H: -10.39974 -0.39022 1.44591  0.379
H: -8.97528 -2.28629 0.14000  0.346

Values from the calculation:
Charge   -1
HOMO level   -5.7 eV
E   -62682.7756 eV
Frontier orbital gap   7.84 eV
Maximum force   1.73 eV Å⁻¹

Record 4
Density functional theory data (wB97M-V/def2-TZVPD) for the ion C3H11N2 with charge +1.

Last column: Mulliken charge in e.
Cartesian coordinates (Å):
N: -0.31164 -0.22376 1.59614  -0.663
C: 0.58926 0.79726 1.05785  -0.474
C: 1.00165 0.42248 -0.35152  -0.682
C: -0.21300 0.19715 -1.29766  -0.650
N: -0.99958 -0.99727 -0.94077  -0.207
H: 0.26703 -1.01542 1.85538  0.255
H: -0.71666 0.05720 2.47871  0.239
H: 1.45007 0.90686 1.70353  0.352
H: 0.10079 1.76231 1.01540  0.374
H: 1.56066 -0.52142 -0.37693  0.322
H: 1.64824 1.16439 -0.79728  0.362
H: 0.11122 0.18654 -2.32617  0.382
H: -0.83774 1.07378 -1.20182  0.337
H: -0.66607 -1.88155 -1.32984  0.367
H: -0.99084 -1.04316 0.09314  0.311
H: -1.99339 -0.88539 -1.17816  0.373

Values from the calculation:
Charge   +1
HOMO level   -14.5 eV
SMILES   NCCC[NH3+]
E   -6263.4325 eV
Frontier orbital gap   11.19 eV
Relative energy (zero: lowest compared OMol25 entry of this formula, charge and spin)   3.4 kcal/mol
Maximum force   2.05 eV Å⁻¹

Record 5
Density functional theory data (wB97M-V/def2-TZVPD) for a cluster of 2 separate species, C4H12 in total.

Last column: Löwdin spin population.
Cartesian coordinates (Å):
C: -1.64928 1.32709 0.66289  0.095
C: -1.67984 0.88590 -0.81579  0.040
H: -1.07576 0.57021 1.33648  0.044
H: -1.10515 2.21654 0.66636  0.008
H: -2.60996 1.37304 1.08409  0.012
H: -2.34318 -0.07529 -0.97903  0.004
H: -2.14489 1.60470 -1.48546  0.020
H: -0.76462 0.60243 -1.24692  0.007
C: 0.96234 -0.70905 0.06951  0.326
C: 2.38352 -1.39506 0.05833  0.202
H: 1.03237 0.36623 0.20823  0.001
H: 0.20546 -1.10834 -0.52498  0.016
H: 0.67614 -1.21486 1.07601  0.146
H: 2.67116 -1.80865 0.94436  0.015
H: 3.01202 -0.57684 -0.27356  0.034
H: 2.42967 -2.05805 -0.78053  0.031

Values from the calculation:
Charge   +1
⟨S²⟩   0.753
HOMO level (alpha / beta)   -16.1 / -15.7 eV
E   -4330.1063 eV
Frontier orbital gap (alpha / beta)   12.82 / 4.50 eV
2S+1   2
Relative energy (zero: lowest compared OMol25 entry of this formula, charge and spin)   26.0 kcal/mol
Maximum force   4.00 eV Å⁻¹

Record 6
Density functional theory data (wB97M-V/def2-TZVPD) for a structure of composition C37H40IrN4OTe.

Last column: Löwdin spin population.
Cartesian coordinates (Å):
Ir: 0.28727 -2.31073 1.80227  0.049
C: 2.85792 -2.34137 -0.32587  0.001
C: 3.26706 -2.30227 1.10521  0.002
C: 4.60302 -2.13116 1.47306  0.000
C: 4.95508 -2.04724 2.80155  0.001
C: 3.97013 -2.17349 3.77802  0.001
C: 2.67167 -2.37216 3.37550  0.001
N: 2.32140 -2.40681 2.04813  0.001
C: 1.53263 -2.55899 4.31373  0.003
C: 1.58509 -2.59028 5.69544  0.000
C: 0.39677 -2.70197 6.40681  0.003
C: -0.82172 -2.77259 5.73779  -0.001
C: -0.82912 -2.73609 4.35665  0.003
N: 0.34142 -2.66371 3.69383  0.005
C: -2.02749 -2.75116 3.46882  0.000
C: -3.31906 -2.75937 3.93746  0.000
C: -4.35763 -2.84416 3.01253  0.000
C: -4.06404 -2.93403 1.67013  0.000
C: -2.73765 -2.88833 1.23769  0.000
C: -2.39650 -2.95548 -0.21248  0.003
N: -1.74539 -2.77826 2.12799  0.000
H: 3.66708 -2.73115 -0.94037  0.000
H: 2.61956 -1.33409 -0.67716  0.000
H: 1.97990 -2.97042 -0.46573  0.001
H: 5.35144 -2.06201 0.69660  0.000
H: 5.98680 -1.89746 3.08782  0.000
H: 4.22338 -2.11327 4.82585  0.000
H: 2.52987 -2.51849 6.21277  0.000
H: 0.41632 -2.70788 7.48768  0.000
H: -1.74564 -2.84961 6.29056  0.000
H: -3.52776 -2.71400 4.99556  0.000
H: -5.38465 -2.85290 3.35072  0.000
H: -4.85073 -3.04576 0.93768  0.000
H: -3.16442 -3.49935 -0.75862  0.000
H: -1.43759 -3.44689 -0.37086  0.000
H: -2.33667 -1.94606 -0.62637  0.006
C: 1.17826 0.75408 3.00747  0.004
C: 0.47367 0.62655 1.67378  0.011
O: 0.16313 1.68032 1.06289  0.213
N: 0.19072 -0.55255 1.16819  -0.041
Te: -1.18813 0.85207 -0.94847  0.513
C: -1.97623 2.56024 -1.91506  0.038
C: -2.26317 3.71867 -1.19430  0.007
C: -1.98492 3.89248 0.27251  0.011
C: -2.81105 4.79822 -1.88498  -0.002
C: -3.11378 4.73195 -3.23333  0.005
C: -3.75823 5.88339 -3.94767  0.001
C: -2.84336 3.54533 -3.91412  0.001
C: -2.29267 2.44254 -3.28297  0.016
C: -2.06693 1.18808 -4.08163  0.021
C: 0.58240 0.72558 -2.07186  0.020
C: 1.43672 1.82582 -2.18651  0.014
C: 1.21669 3.16186 -1.53466  0.004
C: 2.57908 1.67763 -2.97543  -0.002
C: 2.88691 0.49445 -3.62633  0.013
C: 4.08940 0.38147 -4.51751  0.002
C: 2.03291 -0.59357 -3.45064  -0.002
C: 0.87835 -0.49781 -2.69158  0.013
C: -0.02848 -1.69327 -2.58310  0.018
H: 1.44070 1.79694 3.16108  0.000
H: 2.07906 0.14545 3.02264  0.000
H: 0.51689 0.43581 3.81656  0.001
H: -1.77290 2.95787 0.78988  0.008
H: -2.83872 4.36176 0.76058  0.000
H: -1.12421 4.54674 0.42598  0.001
H: -3.01277 5.71331 -1.34005  0.000
H: -3.87251 6.74487 -3.29314  0.000
H: -4.74594 5.59793 -4.31203  0.000
H: -3.16831 6.18561 -4.81356  0.000
H: -3.08129 3.47535 -4.96938  0.001
H: -2.50213 1.28975 -5.07327  0.001
H: -2.53763 0.32195 -3.60695  0.011
H: -1.00433 0.97168 -4.20380  0.001
H: 0.53898 3.11997 -0.68786  0.002
H: 0.82037 3.87672 -2.25922  0.000
H: 2.16673 3.55146 -1.16944  0.001
H: 3.24336 2.52763 -3.08037  0.000
H: 4.61580 1.32994 -4.59679  0.000
H: 3.79184 0.07275 -5.52005  0.001
H: 4.78855 -0.36772 -4.14299  0.001
H: 2.26027 -1.53111 -3.94623  0.000
H: 0.31402 -2.49753 -3.23174  0.001
H: -1.05520 -1.44989 -2.86824  0.009
H: -0.05966 -2.07178 -1.55670  0.003

Values from the calculation:
Charge   +2
⟨S²⟩   0.766
HOMO level (alpha / beta)   -12.3 / -12.9 eV
E   -57144.7291 eV
Frontier orbital gap (alpha / beta)   5.23 / 5.83 eV
2S+1   2
Relative energy (zero: lowest compared OMol25 entry of this formula, charge and spin)   14.6 kcal/mol
Maximum force   1.09 eV Å⁻¹

Record 7
Density functional theory data (wB97M-V/def2-TZVPD) for an isolated molecule of C5H6N2.

Last column: Mulliken charge in e.
Cartesian coordinates (Å):
C: 2.41470 0.78823 -0.02724  -0.929
C: 1.10152 0.98559 -0.00022  0.231
N: 0.19195 -0.03942 -0.07196  -0.162
C: 0.43182 -1.31947 -0.06360  0.467
N: 0.55687 -2.46458 -0.06066  -0.538
C: -1.59230 0.28548 -0.00793  0.014
C: -2.41694 -0.71315 0.07611  -0.678
H: 3.08841 1.62111 0.02454  0.259
H: 2.83153 -0.20200 -0.10041  0.255
H: 0.66043 1.96956 0.07013  0.231
H: -1.70376 1.34808 -0.05881  0.319
H: -3.47809 -0.52224 0.10168  0.252
H: -2.08613 -1.73719 0.11837  0.279

Values from the calculation:
HOMO level   -8.6 eV
SMILES   C=CN(C#N)C=C
E   -8259.1362 eV
Frontier orbital gap   9.42 eV
Relative energy (zero: lowest compared OMol25 entry of this formula, charge and spin)   74.3 kcal/mol
Maximum force   5.70 eV Å⁻¹